(1)
Molecular formula: C25H42N2O17
Method: DFT, the ωB97M-V functional and the def2-TZVPD basis

```
86
Properties=species:S:1:pos:R:3:forces:R:3:mulliken_charge:R:1
C 2.7873 1.5094 -1.1029 1.768 -0.471 0.198 -0.022
O 2.6630 2.8271 -1.6850 -1.998 -1.020 0.656 -0.470
C 1.2930 3.0868 -2.1325 0.286 1.414 -0.753 0.887
C 1.2620 2.7112 -3.6866 0.602 -0.326 -0.305 -0.959
N 0.8704 1.2743 -3.9508 -0.623 0.951 0.381 -0.644
C 1.0463 4.6450 -1.8353 0.575 -0.458 -1.479 -0.942
C -0.2412 5.2535 -2.5451 -0.471 0.565 1.289 -0.754
C -1.6331 4.6594 -2.0274 -0.748 0.546 -0.720 -0.239
C -2.2491 3.5380 -3.0058 0.336 1.402 0.142 -0.445
N -3.0363 2.4987 -2.2921 0.729 -0.659 -0.452 0.118
C -3.7233 1.6719 -3.3266 -0.560 -0.235 -0.336 -0.796
C -2.2158 1.6888 -1.3850 1.822 -1.404 0.712 0.453
C -2.3938 1.9584 0.1830 -0.452 -0.315 -0.609 -0.756
O -1.4356 0.7914 -1.7614 -2.346 2.292 0.594 -0.605
H 3.1235 1.5986 -0.0099 -0.840 -0.123 -1.410 -0.081
H 3.6687 1.0039 -1.6378 -1.351 0.445 0.682 0.149
H 1.8687 0.8564 -1.1936 0.995 0.878 0.175 0.195
H 0.5206 2.4899 -1.5548 1.017 0.431 -0.639 0.014
H 0.6059 3.3794 -4.3229 0.705 -0.658 0.917 0.382
H 2.3260 2.8121 -4.1024 -1.409 0.225 0.849 0.367
H 0.7761 0.7898 -3.0512 -0.002 0.176 -0.551 0.254
H -0.0831 1.2894 -4.3369 0.555 -0.221 0.325 0.342
H 1.9502 5.1876 -2.2870 -1.117 -0.709 0.774 0.260
H 1.0723 4.7995 -0.7122 -0.264 -0.085 -1.346 0.285
H -0.2565 6.3702 -2.2788 0.097 -1.521 -0.428 0.377
H -0.2248 5.2111 -3.6774 0.228 -0.110 1.340 0.300
H -1.6243 4.3103 -0.9493 0.302 0.370 -1.344 0.036
H -2.3796 5.5301 -2.0624 0.967 -1.264 0.251 0.365
H -2.9817 4.0774 -3.6983 0.958 -0.846 0.852 0.381
H -1.4196 3.1227 -3.6729 -1.013 0.131 0.906 0.109
H -3.1212 1.6037 -4.2960 -0.650 -0.187 1.279 0.326
H -3.9641 0.6378 -2.9256 0.399 1.263 -0.552 0.195
H -4.7059 2.1847 -3.5736 1.155 -0.599 0.261 0.322
H -3.4973 2.2011 0.3303 1.517 -0.274 0.055 0.335
H -1.7569 2.8132 0.5667 -0.747 -0.870 -0.693 0.396
H -2.0767 1.0299 0.7711 -0.468 1.250 -1.002 -0.138
O -6.8976 0.4338 1.9105 0.443 -0.394 -0.227 -0.579
C -6.1568 -0.3530 1.3997 -0.519 0.443 0.303 0.593
O -5.1110 -0.0142 0.5975 -0.554 -0.033 0.303 -0.225
C -4.3500 -1.1959 0.3820 0.948 -0.103 -0.409 0.041
C -5.3468 -2.2882 0.6168 0.059 -0.857 -0.217 0.062
O -6.2501 -1.7021 1.5465 0.085 0.638 -0.004 -0.296
H -3.9403 -1.2141 -0.6290 -0.087 0.197 0.050 0.357
H -3.5267 -1.2211 1.0990 -0.126 -0.023 -0.122 -0.015
H -5.8973 -2.5558 -0.2904 -0.019 0.072 0.037 0.272
H -4.8890 -3.1870 1.0316 -0.211 0.198 0.099 -0.062
O 5.3116 -1.6822 2.0804 0.307 0.546 -0.159 -0.564
C 5.7022 -0.5799 1.8329 -0.319 -0.643 0.122 0.571
O 6.8210 -0.0211 2.3720 -0.493 -0.268 -0.155 -0.345
C 7.0664 1.1876 1.6633 0.758 0.472 -0.047 -0.314
C 5.7146 1.5442 1.1242 -0.254 0.766 -0.337 -0.327
O 5.0864 0.2779 0.9767 0.326 -0.460 0.373 -0.226
H 7.4648 1.9546 2.3282 -0.018 -0.217 0.092 0.313
H 7.7942 0.9907 0.8711 -0.080 -0.026 0.010 0.216
H 5.1307 2.1499 1.8234 0.022 -0.063 -0.007 0.317
H 5.7706 2.0640 0.1672 -0.133 -0.196 0.003 0.342
O 7.3958 -0.4354 -2.3796 0.254 -0.505 0.401 -0.540
C 7.7954 -1.4113 -1.8195 -0.354 0.662 -0.465 0.681
O 8.6637 -1.3948 -0.7679 -0.335 0.012 -0.478 -0.314
C 8.7094 -2.7170 -0.2473 0.309 -0.273 0.857 -0.242
C 8.2893 -3.5580 -1.4146 0.093 -0.767 -0.143 -0.343
O 7.4439 -2.6832 -2.1484 0.128 0.520 0.170 -0.316
H 9.7132 -2.9612 0.1020 -0.042 0.217 -0.047 0.306
H 8.0129 -2.7895 0.5930 0.003 0.007 -0.063 0.205
H 9.1332 -3.8484 -2.0469 -0.035 0.049 0.021 0.260
H 7.7500 -4.4555 -1.1102 -0.103 0.147 -0.139 0.303
O -0.9157 -0.3763 2.6042 -0.542 -0.077 0.350 -0.580
C -1.8016 -0.4949 3.3969 0.715 0.182 -0.414 0.565
O -2.8714 -1.3201 3.2335 0.393 0.346 0.168 -0.182
C -3.5713 -1.3495 4.4739 -0.720 -0.536 0.255 -0.270
C -3.1658 -0.0581 5.1189 -0.366 0.407 0.574 -0.387
O -1.8716 0.1774 4.5756 0.052 -0.339 -0.464 -0.341
H -4.6479 -1.4156 4.3113 0.130 -0.073 -0.189 0.324
H -3.2442 -2.2240 5.0432 0.019 0.056 -0.050 0.243
H -3.8217 0.7722 4.8427 0.038 -0.062 -0.025 0.271
H -3.1240 -0.1298 6.2061 0.186 0.071 -0.114 0.309
O -6.0697 -4.5617 3.5186 0.494 -0.379 -0.299 -0.481
C -5.3341 -5.3512 3.0096 -0.712 0.496 0.511 0.592
O -4.2877 -5.0170 2.2045 -0.308 -0.250 0.235 -0.310
C -3.5300 -6.2029 1.9893 0.779 -0.052 -0.326 -0.327
C -4.5339 -7.2916 2.2278 0.000 -0.752 -0.207 -0.374
O -5.4324 -6.6990 3.1574 0.142 0.513 -0.061 -0.339
H -3.1220 -6.2249 0.9783 -0.080 0.195 0.079 0.322
H -2.7044 -6.2295 2.7058 -0.070 0.010 -0.019 0.254
H -5.0864 -7.5578 1.3222 0.023 0.046 0.046 0.262
H -4.0819 -8.1922 2.6441 -0.174 0.095 0.105 0.316
```
Forces are in eV/Å.

Output
max |F| = 3.3 eV Å⁻¹
highest occupied orbital energy = -8.676 eV
molar mass = 642.6 Da
calculated total energy = -64391.496 eV
SMILES = CO[C@H](CN)CCCCN(C)C(C)=O.O=C1OCCO1.O=C1OCCO1.O=C1OCCO1.O=C1OCCO1.O=C1OCCO1
frontier orbital gap = 0.333 hartree

(2)
Molecular formula: C5H8O
Method: DFT, the ωB97M-V functional and the def2-TZVPD basis

```
14
Properties=species:S:1:pos:R:3:forces:R:3:mulliken_charge:R:1
C -2.3011 0.6153 0.7480 -0.273 0.077 0.094 -0.580
C -0.8112 -0.6160 -0.5336 0.434 0.316 0.305 -0.724
O -0.9522 0.3515 0.3498 0.067 -0.343 -0.315 -0.046
C 0.6378 -0.8169 -0.7602 -0.281 -0.271 -0.203 0.130
C 1.5953 0.3665 -0.8115 0.064 0.180 -0.043 -0.452
C 1.6336 -0.5407 0.3575 0.082 0.008 0.183 -0.469
H -2.9407 0.6906 -0.1318 0.079 0.008 0.088 0.299
H -2.6493 -0.1988 1.3856 0.020 0.091 -0.053 0.293
H -2.2899 1.5505 1.3101 0.000 -0.100 -0.102 0.225
H 0.8700 -1.6397 -1.4299 -0.047 0.146 0.128 0.445
H 1.1516 1.3502 -0.6910 0.051 -0.169 0.030 0.194
H 2.3931 0.3046 -1.5460 -0.147 0.001 0.126 0.248
H 2.4645 -1.2310 0.4661 -0.144 0.098 -0.082 0.250
H 1.1987 -0.1860 1.2869 0.095 -0.044 -0.157 0.187
```
Forces are in eV/Å.

Output
max |F| = 0.6 eV Å⁻¹
highest occupied orbital energy = -8.267 eV
molar mass = 84.1 Da
calculated total energy = -7358.620 eV
relative energy (zero: lowest compared OMol25 entry of this formula, charge and spin) = 350.7 kJ/mol
frontier orbital gap = 0.341 hartree